This record from the Open Molecules 2025 dataset describes one molecule with the formula C7H10. The level of theory is the ωB97M-V functional and the def2-TZVPD basis.

total charge: 0
E_HOMO: -9.29 eV
energy relative to the best compared isomer or geometry (same formula, charge and spin): 56.00 kcal per mole
LUMO energy: 1.138 eV
DFT total energy: -272.62876 a.u.

Bonds (Å) are listed after each position.
Positions of all 17 atoms, in Å:
1 C 2.1121 0.4045 -0.1189  C2 1.532, H8 1.096, H9 1.097, H10 1.095
2 C 1.0121 -0.4245 0.5519  C1 1.532, C3 1.528, H11 1.098, H12 1.096
3 C -0.4156 -0.0914 0.1195  C2 1.528, C4 1.514, C5 1.518, C6 1.454
4 C -0.9221 -0.8517 -1.0872  C3 1.514, C5 1.496, H13 1.085, H14 1.087
5 C -1.4941 -1.1507 0.2619  C3 1.518, C4 1.496, H15 1.087, H16 1.087
6 C -0.9186 1.2611 0.2953  C3 1.454, C7 1.206
7 C -1.4542 2.3323 0.4399  C6 1.206, H17 1.068
8 H 2.0871 0.3154 -1.2113  C1 1.096
9 H 3.0964 0.0557 0.2155  C1 1.097
10 H 2.0343 1.4672 0.1338  C1 1.095
11 H 1.1735 -1.4800 0.2971  C2 1.098
12 H 1.1162 -0.3509 1.6409  C2 1.096
13 H -1.5325 -0.3219 -1.8104  C4 1.085
14 H -0.2280 -1.5742 -1.5084  C4 1.087
15 H -1.2392 -2.0779 0.7679  C5 1.087
16 H -2.5040 -0.7977 0.4536  C5 1.087
17 H -1.9234 3.2848 0.5590  C7 1.068

Charges obtained by natural (NBO) population analysis, quoted in units of e:
1 C -0.61
2 C -0.37
3 C -0.15
4 C -0.39
5 C -0.39
6 C 0.00
7 C -0.25
8 H 0.21
9 H 0.21
10 H 0.21
11 H 0.20
12 H 0.21
13 H 0.23
14 H 0.21
15 H 0.22
16 H 0.23
17 H 0.24

---

This record from the Open Molecules 2025 dataset describes one molecule with the formula C7H10 in a non-equilibrium geometry. The level of theory is the ωB97M-V functional and the def2-TZVPD basis.

total charge: 0
E_HOMO: -7.32 eV
energy relative to the best compared isomer or geometry (same formula, charge and spin): 80.40 kcal per mole
LUMO energy: 1.135 eV
DFT total energy: -272.58987 a.u.

Bonds (Å) are listed after each position.
Positions of all 17 atoms, in Å:
1 C -1.8833 0.5026 -0.2135  C2 1.513, H8 1.100, H9 1.088, H10 1.093
2 C -1.0243 -0.7344 -0.3594  C1 1.513, C3 1.424, C7 1.788, H11 1.102
3 C 0.2859 -0.7342 -0.9170  C2 1.424, C4 1.496, H12 1.087
4 C 1.1618 0.4787 -0.9230  C3 1.496, C5 1.506, H13 1.104, H14 1.096
5 C 1.5355 0.7691 0.5070  C4 1.506, C6 1.337, H15 1.080
6 C 0.9430 0.0378 1.4567  C5 1.337, C7 1.468, H16 1.101
7 C -0.0490 -0.9894 1.1169  C2 1.788, C6 1.468, H17 1.120
8 H -2.6271 0.6606 -1.0082  C1 1.100
9 H -2.4078 0.3470 0.7266  C1 1.088
10 H -1.2742 1.4064 -0.1328  C1 1.093
11 H -1.6079 -1.5996 -0.7120  C2 1.102
12 H 0.6138 -1.6089 -1.4735  C3 1.087
13 H 0.6386 1.3635 -1.3258  C4 1.104
14 H 2.0339 0.3324 -1.5701  C4 1.096
15 H 2.2321 1.5643 0.7268  C5 1.080
16 H 1.2936 0.1669 2.4928  C6 1.101
17 H 0.2638 -1.9414 1.6163  C7 1.120

Charges obtained by natural (NBO) population analysis, quoted in units of e:
1 C -0.63
2 C -0.18
3 C -0.12
4 C -0.50
5 C -0.24
6 C -0.26
7 C -0.28
8 H 0.22
9 H 0.23
10 H 0.21
11 H 0.23
12 H 0.22
13 H 0.23
14 H 0.22
15 H 0.20
16 H 0.23
17 H 0.21

---

This record from the Open Molecules 2025 dataset describes a 2-piece molecular cluster, C7H10 overall. The level of theory is the ωB97M-V functional and the def2-TZVPD basis.

total charge: 0
E_HOMO: -7.93 eV
energy relative to the best compared isomer or geometry (same formula, charge and spin): 119.98 kcal per mole
LUMO energy: 0.420 eV
DFT total energy: -272.52679 a.u.

Bonds (Å) are listed after each position.
Positions of all 17 atoms, in Å:
1 C -1.6561 1.0677 0.5066  C2 1.536, C3 1.473, H8 1.085, H9 1.087
2 C -1.6094 -0.4666 0.5645  C1 1.536, C3 1.566, C7 1.436, H10 1.088
3 C -1.4686 0.3485 -0.7649  C1 1.473, C2 1.566, C4 1.480, H11 1.086
4 C -0.1182 0.3674 -1.3692  C3 1.480, C5 1.333, H12 1.087
5 C 0.9590 0.1455 -0.6156  C4 1.333, C6 1.512, H13 1.088
6 C 0.8300 -0.4529 0.7665  C5 1.512, C7 1.493, H15 1.096, H16 1.108
7 C -0.4619 -1.0894 1.1620  C2 1.436, C6 1.493
8 H -2.6185 1.5113 0.7383  C1 1.085
9 H -0.7970 1.5969 0.9110  C1 1.087
10 H -2.5824 -0.9288 0.7210  C2 1.088
11 H -2.3252 0.2948 -1.4309  C3 1.086
12 H -0.0370 0.5813 -2.4322  C4 1.087
13 H 1.9565 0.2831 -1.0265  C5 1.088
14 H 3.8157 -0.8852 -0.2369  H17 0.742
15 H 1.6609 -1.1439 0.9465  C6 1.096
16 H 0.9452 0.2938 1.5768  C6 1.108
17 H 3.5072 -1.5237 -0.0170  H14 0.742

Charges obtained by natural (NBO) population analysis, quoted in units of e:
1 C -0.35
2 C -0.40
3 C -0.23
4 C -0.20
5 C -0.20
6 C -0.63
7 C 0.15
8 H 0.23
9 H 0.22
10 H 0.22
11 H 0.23
12 H 0.22
13 H 0.21
14 H 0.00
15 H 0.24
16 H 0.27
17 H 0.00

---

This record from the Open Molecules 2025 dataset describes one molecule with the formula C7H10. The level of theory is the ωB97M-V functional and the def2-TZVPD basis.

total charge: 0
E_HOMO: -7.83 eV
energy relative to the best compared isomer or geometry (same formula, charge and spin): 117.32 kcal per mole
LUMO energy: 1.032 eV
DFT total energy: -272.53104 a.u.

Bonds (Å) are listed after each position.
Positions of all 17 atoms, in Å:
1 C 1.2185 0.0236 1.3967  C2 1.391, C3 1.810, H8 1.107
2 C 1.2126 0.8223 0.2576  C1 1.391, C3 1.813, C7 1.541, H10 1.104
3 C 1.0901 -0.9449 -0.1266  C1 1.810, C2 1.813, C4 1.534, H9 1.083, H11 1.094
4 C -0.1957 -0.5489 -0.8633  C3 1.534, C5 1.543, C7 1.547, H12 1.093
5 C -1.5149 -0.6496 -0.0686  C4 1.543, C6 1.550, H13 1.094, H14 1.094
6 C -1.3972 0.8458 0.3206  C5 1.550, C7 1.547, H15 1.095, H16 1.091
7 C -0.1072 0.9579 -0.5263  C2 1.541, C4 1.547, C6 1.547, H17 1.091
8 H 2.2708 -0.1219 1.7091  C1 1.107
9 H 1.0095 -1.7321 0.6135  C3 1.083
10 H 2.0848 1.3771 -0.1295  C2 1.104
11 H 1.9599 -1.1064 -0.7706  C3 1.094
12 H -0.2151 -0.8967 -1.8990  C4 1.093
13 H -1.5166 -1.3620 0.7618  C5 1.094
14 H -2.3695 -0.8585 -0.7193  C5 1.094
15 H -2.2270 1.4733 -0.0195  C6 1.095
16 H -1.2195 1.0153 1.3834  C6 1.091
17 H -0.0836 1.7057 -1.3200  C7 1.091

Charges obtained by natural (NBO) population analysis, quoted in units of e:
1 C -0.42
2 C -0.09
3 C -0.38
4 C -0.22
5 C -0.40
6 C -0.40
7 C -0.25
8 H 0.16
9 H 0.29
10 H 0.20
11 H 0.22
12 H 0.22
13 H 0.21
14 H 0.21
15 H 0.21
16 H 0.23
17 H 0.21

---

Please write out number 4 again, unchanged.
This record from the Open Molecules 2025 dataset describes one molecule with the formula C7H10. The level of theory is the ωB97M-V functional and the def2-TZVPD basis.

total charge: 0
E_HOMO: -7.83 eV
energy relative to the best compared isomer or geometry (same formula, charge and spin): 117.32 kcal per mole
LUMO energy: 1.032 eV
DFT total energy: -272.53104 a.u.

Bonds (Å) are listed after each position.
Positions of all 17 atoms, in Å:
1 C 1.2185 0.0236 1.3967  C2 1.391, C3 1.810, H8 1.107
2 C 1.2126 0.8223 0.2576  C1 1.391, C3 1.813, C7 1.541, H10 1.104
3 C 1.0901 -0.9449 -0.1266  C1 1.810, C2 1.813, C4 1.534, H9 1.083, H11 1.094
4 C -0.1957 -0.5489 -0.8633  C3 1.534, C5 1.543, C7 1.547, H12 1.093
5 C -1.5149 -0.6496 -0.0686  C4 1.543, C6 1.550, H13 1.094, H14 1.094
6 C -1.3972 0.8458 0.3206  C5 1.550, C7 1.547, H15 1.095, H16 1.091
7 C -0.1072 0.9579 -0.5263  C2 1.541, C4 1.547, C6 1.547, H17 1.091
8 H 2.2708 -0.1219 1.7091  C1 1.107
9 H 1.0095 -1.7321 0.6135  C3 1.083
10 H 2.0848 1.3771 -0.1295  C2 1.104
11 H 1.9599 -1.1064 -0.7706  C3 1.094
12 H -0.2151 -0.8967 -1.8990  C4 1.093
13 H -1.5166 -1.3620 0.7618  C5 1.094
14 H -2.3695 -0.8585 -0.7193  C5 1.094
15 H -2.2270 1.4733 -0.0195  C6 1.095
16 H -1.2195 1.0153 1.3834  C6 1.091
17 H -0.0836 1.7057 -1.3200  C7 1.091

Charges obtained by natural (NBO) population analysis, quoted in units of e:
1 C -0.42
2 C -0.09
3 C -0.38
4 C -0.22
5 C -0.40
6 C -0.40
7 C -0.25
8 H 0.16
9 H 0.29
10 H 0.20
11 H 0.22
12 H 0.22
13 H 0.21
14 H 0.21
15 H 0.21
16 H 0.23
17 H 0.21